1.
A 2-piece molecular cluster, CH5Cl2NP overall in a non-equilibrium geometry, computed with ωB97M-V with the def2-TZVPD basis set.

Properties
* net charge: +1
* DFT total energy: -36934.3294 eV
* relative energy (zero: lowest compared OMol25 entry of this formula, charge and spin): 95.3 kJ/mol
* Kohn-Sham gap: 8.05 eV

Geometry (Å):
C  -0.92426  -1.15336  0.26623
N  -0.41059  -0.69631  -0.76226
P  1.85635  2.06443  0.84825
Cl  3.63234  2.84075  0.27663
Cl  0.70890  2.03998  -0.95210
H  -1.02195  -0.50374  1.01539
H  -1.13572  -2.17530  0.45762
H  -0.10814  -1.42273  -1.54726
H  1.43646  3.28631  1.58274
H  -0.22701  0.22014  -1.10863

2.
CH5Cl2NSi as an isolated structure in a non-equilibrium geometry, computed with ωB97M-V with the def2-TZVPD basis set.

Properties
* DFT total energy: -35530.8438 eV
* relative energy (zero: lowest compared OMol25 entry of this formula, charge and spin): 245.7 kJ/mol
* Kohn-Sham gap: 8.84 eV

Geometry (Å):
C  -0.69867  0.69915  0.58721
N  -0.31201  0.24835  -0.71083
Si  1.90288  0.70859  -1.51337
Cl  1.62974  1.50348  -3.41560
Cl  2.67279  2.22176  -0.39934
H  -0.77476  1.87931  0.68295
H  -1.81438  0.45284  0.67084
H  -0.24236  0.30496  1.53589
H  -0.21678  -0.86656  -0.77285
H  2.24518  -0.61701  -1.83528

3.
A 2-piece molecular cluster, CH5ClN2 overall in a non-equilibrium geometry, computed with ωB97M-V with the def2-TZVPD basis set.

Properties
* DFT total energy: -16617.3225 eV
* relative energy (zero: lowest compared OMol25 entry of this formula, charge and spin): 305.1 kJ/mol
* Kohn-Sham gap (alpha / beta): 6.59 / 10.40 eV

Geometry (Å):
C  -0.82429  -0.26211  0.38187
N  1.06882  1.65442  -0.24750
N  -0.43615  -1.41068  -0.22577
Cl  -2.24093  0.49253  -0.10907
H  -0.44629  -0.03451  1.36210
H  1.39399  1.84644  0.69742
H  1.74788  1.01572  -0.66204
H  -0.75345  -1.54775  -1.17641
H  0.49042  -1.75405  -0.02058

4.
A 2-piece molecular cluster, CH5ClNOP overall in a non-equilibrium geometry, computed with ωB97M-V with the def2-TZVPD basis set.

Properties
* DFT total energy: -26466.3692 eV
* relative energy (zero: lowest compared OMol25 entry of this formula, charge and spin): 250.1 kJ/mol
* Kohn-Sham gap (alpha / beta): 8.11 / 8.10 eV

Geometry (Å):
C  0.74482  1.42832  0.32181
N  -0.14193  -2.13750  -0.32466
O  0.70272  0.03730  0.03228
P  -0.35465  -0.93527  0.75899
Cl  -2.69697  0.65170  0.07297
H  1.76302  1.66453  -0.01830
H  0.34184  1.82728  1.26688
H  -0.13467  1.83075  -0.30127
H  0.68069  -1.85197  -0.91158
H  -0.90488  -2.51514  -0.89713

5.
One molecule with the formula CH5ClO2SSi in a non-equilibrium geometry, computed with ωB97M-V with the def2-TZVPD basis set.

Properties
* DFT total energy: -36447.3016 eV
* relative energy (zero: lowest compared OMol25 entry of this formula, charge and spin): 194.2 kJ/mol
* Kohn-Sham gap: 9.13 eV

Geometry (Å):
C  -0.34199  1.47303  -0.58892
O  1.11036  -0.89619  -1.06644
O  -0.23333  -0.15052  1.30922
Si  1.18843  -1.35567  0.35794
S  -1.32196  0.71872  0.76783
Cl  -2.43713  -0.54067  -0.39984
H  0.20918  0.68005  -1.18189
H  -1.05171  1.96190  -1.17667
H  0.38457  1.94461  -0.02677
H  0.37960  -2.68894  0.62149
H  2.11399  -1.14632  1.38404

6.
A 2-piece molecular cluster, CH5ClO2SSi overall in a non-equilibrium geometry, computed with ωB97M-V with the def2-TZVPD basis set.

Properties
* DFT total energy: -36448.7522 eV
* relative energy (zero: lowest compared OMol25 entry of this formula, charge and spin): 54.2 kJ/mol
* Kohn-Sham gap: 10.04 eV

Geometry (Å):
C  2.23311  0.36019  0.67610
O  -3.58440  -1.56429  0.86600
O  -3.75509  -1.10722  -1.43782
Si  0.73328  0.44278  -0.45647
S  -4.04116  -0.64789  -0.12351
Cl  -0.80463  1.76427  0.04140
H  2.09145  -0.18247  1.55112
H  2.94386  -0.39889  0.21351
H  2.71527  1.33102  0.74472
H  0.11566  -0.86407  -0.45667
H  1.35264  0.86656  -1.61837

7.
CH5ClO4Pt as an isolated structure in a non-equilibrium geometry, computed with ωB97M-V with the def2-TZVPD basis set.

Properties
* DFT total energy: -25064.0679 eV
* Kohn-Sham gap (alpha / beta): 7.13 / 7.67 eV
* multiplicity: 3
* <S²>: 2.004

Geometry (Å):
Pt  0.22564  -0.50086  0.08024
C  0.58400  -0.76742  -1.88532
H  -0.26408  -0.46019  -2.50275
H  1.46667  -0.17441  -2.14569
H  0.79330  -1.82082  -2.10759
H  1.85372  -0.81320  0.14799
H  1.75977  0.04158  0.42703
O  -2.85385  -1.63924  1.82574
Cl  -2.26863  -0.46238  1.25276
O  -3.13844  0.67494  1.32550
O  -0.92038  -0.18388  1.88678
O  -1.85997  -0.68869  -0.20124

8.
CH5DyO2 as an isolated structure in a non-equilibrium geometry, computed with ωB97M-V with the def2-TZVPD basis set.

Properties
* DFT total energy: -29293.2089 eV
* Kohn-Sham gap (alpha / beta): 8.82 / 6.11 eV
* multiplicity: 6
* <S²>: 9.333

Geometry (Å):
C  1.62942  0.62909  1.08209
H  2.41649  -0.07772  1.38208
H  1.92119  1.04860  0.10426
H  1.58652  1.45083  1.81616
O  -2.25302  0.72854  0.92846
Dy  -2.23699  -0.06435  -1.52738
H  -2.33947  1.63523  1.24117
O  0.41338  -0.07572  1.00936
H  -0.50563  0.43753  1.48943

9.
A 2-piece molecular cluster, CH5FN2 overall in a non-equilibrium geometry, computed with ωB97M-V with the def2-TZVPD basis set.

Properties
* DFT total energy: -6810.2506 eV
* relative energy (zero: lowest compared OMol25 entry of this formula, charge and spin): 21.2 kJ/mol
* Kohn-Sham gap (alpha / beta): 6.32 / 5.98 eV
* multiplicity: 3
* <S²>: 2.006

Geometry (Å):
C  -0.11947  -0.05356  0.43383
N  -0.06312  -1.28845  -0.21519
N  -0.74922  1.00506  -0.16788
F  2.16993  0.55197  0.17023
H  -0.14952  0.03190  1.55682
H  0.33014  -1.30924  -1.08848
H  0.43619  -1.87383  0.33970
H  -0.88033  1.95881  0.17315
H  -0.97461  0.97734  -1.20217

10.
A 2-piece molecular cluster, CH5FN3O overall in a non-equilibrium geometry, computed with ωB97M-V with the def2-TZVPD basis set.

Properties
* net charge: +1
* DFT total energy: -10340.7961 eV
* relative energy (zero: lowest compared OMol25 entry of this formula, charge and spin): 480.8 kJ/mol
* Kohn-Sham gap (alpha / beta): 10.03 / 7.14 eV

Geometry (Å):
C  -0.90831  0.26709  0.00318
N  -1.91395  -0.27735  0.68146
N  0.06757  -0.48444  -0.32885
N  2.44840  0.23497  -0.30807
O  -0.97697  1.49449  -0.46472
F  2.90577  -0.66236  0.52223
H  -1.51167  -0.99150  1.24049
H  -2.64758  0.23810  1.16394
H  0.20530  -1.43827  -0.02878
H  2.63357  -0.12849  -1.29510
H  -0.30215  1.74776  -1.18578

11.
CH5FP2 as an isolated structure in a non-equilibrium geometry, computed with ωB97M-V with the def2-TZVPD basis set.

Properties
* DFT total energy: -22405.0030 eV
* relative energy (zero: lowest compared OMol25 entry of this formula, charge and spin): 384.9 kJ/mol
* Kohn-Sham gap (alpha / beta): 5.47 / 6.49 eV
* multiplicity: 3
* <S²>: 2.005

Geometry (Å):
C  -0.13906  -0.23854  0.42457
F  -1.42572  -0.69068  0.90893
P  0.07038  -0.70479  -1.35675
P  0.13334  1.45113  0.86946
H  0.62177  -0.87363  1.32889
H  0.04621  -1.97922  -1.18041
H  1.38102  -0.62774  -1.08531
H  -1.22952  1.81528  0.59766
H  0.54158  1.84819  -0.50702

12.
CH5HgO2 as an isolated structure in a non-equilibrium geometry, computed with ωB97M-V with the def2-TZVPD basis set.

Properties
* net charge: +1
* DFT total energy: -9375.8183 eV
* relative energy (zero: lowest compared OMol25 entry of this formula, charge and spin): 0.0 kJ/mol
* Kohn-Sham gap: 7.87 eV

Geometry (Å):
O  -0.35702  -0.00973  -0.01519
H  2.04377  0.74902  -0.12054
C  -1.71032  0.26935  0.14850
H  -2.34977  -0.35331  -0.50347
H  -2.03436  0.08145  1.18844
H  -1.92873  1.32426  -0.09811
Hg  0.78180  -1.34824  -0.29226
O  2.35990  -0.25320  -0.37063
H  3.19473  -0.45961  0.06326

- Number 4 is which compound?
  CH5ClNOP

- What is the formula in the eleventh record?
  CH5FP2

- The lowest DFT total energy belongs to which entry?
  CH5Cl2NP

- Which of these has the highest DFT total energy?
  CH5FN2